<i>
Entry from the OMol25 dataset: one molecule with the formula C6H9N3O2S (ωB97M-V/def2-TZVPD).

XYZ file:
```
21
Properties=species:S:1:pos:R:3:lowdin_charge:R:1
C 3.48652 2.21110 0.12204 0.123
C 2.67241 1.36519 -0.11952 -0.103
C 1.54832 0.44126 -0.03842 -0.277
N 0.58664 0.63253 -1.12424 0.033
C -0.58124 -0.40033 -0.90255 -0.664
S -0.08911 -2.09131 -0.78068 0.903
C -0.19033 -2.38709 1.00099 -0.366
N -1.74949 -0.13710 -1.70671 0.117
C -1.93728 0.04994 -0.25829 -0.183
N -2.01434 1.33226 0.37575 -0.381
O -2.61661 1.27938 1.42210 0.093
O -1.58394 2.27568 -0.22721 0.106
H 4.34992 2.75594 0.30638 0.010
H 1.20787 0.26016 0.97086 0.123
H 1.99504 -0.41739 -0.37329 0.060
H 0.09019 1.49685 -1.00157 0.063
H -0.50873 -3.44333 1.36754 0.087
H -0.76849 -1.44744 1.29118 0.044
H 0.83392 -2.20621 1.21474 -0.011
H -2.29771 -0.91393 -1.93217 0.079
H -2.43355 -0.65614 0.39307 0.142
```

Results
HOMO level in eV: -9.490
Spin multiplicity: 1
Orbital gap in eV: 9.30

***

<ii>
Entry from the OMol25 dataset: one molecule with the formula C6H9N3O2S (ωB97M-V/def2-TZVPD).

XYZ file:
```
21
Properties=species:S:1:pos:R:3:lowdin_charge:R:1
C -2.62122 0.37722 0.78838 -0.044
C -1.87096 1.70062 -0.78516 -0.177
C -1.65602 -0.27218 0.00753 -0.368
C 0.37513 -1.74405 -0.48552 -0.179
C -1.08590 -1.53170 0.13344 0.003
C 1.65790 -0.79793 -0.79212 -0.074
N -1.23466 0.60055 -0.97518 0.101
N -2.72830 1.62469 0.28203 0.064
N 3.16432 0.78183 0.70406 -0.085
O 1.48218 1.86766 -0.86777 -0.333
O 0.71365 0.72915 1.18128 -0.306
S 1.59472 0.74535 0.04133 0.552
H -3.14297 0.05165 1.66217 0.114
H -1.75513 2.58247 -1.38118 0.124
H 0.78603 -2.54192 0.14183 0.092
H 0.18288 -2.20996 -1.45732 0.092
H -1.42052 -2.25711 0.84971 0.090
H 1.91177 -0.69833 -1.82972 0.070
H -3.29138 2.37240 0.65627 0.151
H 3.83358 1.02106 -0.01221 0.055
H 3.20123 1.46665 1.44374 0.058
```

Results
HOMO level (spin up / spin down) in eV: -8.969 / -6.849
Spin multiplicity: 1
Orbital gap (spin up / spin down) in eV: 9.19 / 5.83

***

Stability check: which of them is most stable? <ii>.

***

<i>
Entry from the OMol25 dataset: a 2-piece molecular cluster, C2H2N3OS overall (ωB97M-V/def2-TZVPD).

XYZ file:
```
9
Properties=species:S:1:pos:R:3:lowdin_charge:R:1
C -0.31817 -1.77287 1.96012 -0.464
C -2.32363 -0.69829 1.23733 -1.200
N 0.67010 -2.22389 2.35512 0.122
N 0.12532 0.59445 0.27729 0.033
N -1.18249 -1.34540 1.17091 0.084
O -2.63758 0.27204 0.62441 -0.085
S -3.40760 -1.48918 2.27339 0.531
H -0.73941 1.03936 0.68118 -0.056
H -0.16924 0.49362 -0.83715 0.036
```

Results
HOMO level (spin up / spin down) in eV: -3.967 / -3.957
Net charge: -1
Spin multiplicity: 1
Orbital gap (spin up / spin down) in eV: 5.05 / 5.03

***

<ii>
Entry from the OMol25 dataset: an isolated ion of composition C2H2N3OS and charge -1 (ωB97M-V/def2-TZVPD).

XYZ file:
```
9
Properties=species:S:1:pos:R:3:lowdin_charge:R:1
C 2.29308 -1.38671 -0.05424 -0.676
C 2.03511 0.86112 -0.11414 -0.969
N 2.48771 -2.56049 -0.03488 -0.011
N -0.07318 -0.41240 0.16314 0.074
N 1.29112 -0.28311 -0.33888 -0.179
O 1.67063 2.00586 0.01112 -0.056
S 3.62186 0.21125 0.09413 0.705
H -0.69970 0.08366 -0.37749 0.028
H 0.06735 -0.04468 1.11544 0.085
```

Results
HOMO level in eV: -3.338
Net charge: -1
Spin multiplicity: 1
Orbital gap in eV: 7.16

***

Stability check: which of them is most stable? <ii>.

***

<i>
Entry from the OMol25 dataset: a 6-piece molecular cluster, C10H34BO10 overall (ωB97M-V/def2-TZVPD).

XYZ file:
```
55
Properties=species:S:1:pos:R:3:lowdin_charge:R:1
B 0.76800 0.45996 -0.63272 -0.362
H 1.23364 1.25983 -0.07808 0.017
H 1.51936 -0.00251 -1.25386 -0.013
H 0.26388 -0.31252 -0.07292 0.010
H 0.00779 0.69945 -1.36003 -0.012
C 0.92007 -1.83766 -3.82505 -0.243
C 1.73672 -2.59885 -2.80470 -0.255
O 1.16820 -2.51416 -1.51587 -0.072
O 1.29430 -0.50926 -3.63456 -0.089
H -0.15210 -1.83967 -3.62870 0.126
H 1.24809 -2.18774 -4.80381 0.115
H 2.78701 -2.30738 -2.79981 0.121
H 1.71809 -3.65161 -3.08656 0.105
H 0.83245 -1.63459 -1.32820 0.008
H 1.08390 -0.14572 -2.77132 0.013
C 3.48662 -0.81774 2.79388 -0.268
C 3.71308 0.03731 1.52689 -0.247
O 3.19127 -0.68667 0.46578 -0.065
O 4.09951 -2.07689 2.78246 -0.056
H 2.45325 -0.91045 3.12799 0.097
H 3.93253 -0.23025 3.59645 0.108
H 4.78327 0.23858 1.47905 0.113
H 3.21439 1.00628 1.54945 0.113
H 2.39740 -0.20820 0.21587 -0.008
H 3.65802 -2.63807 2.14077 0.086
C -2.84972 -2.17632 0.90873 -0.218
C -2.81199 -0.75139 0.17922 -0.216
O -2.00730 -0.93364 -0.95626 -0.092
O -1.64848 -2.56918 1.62709 -0.073
H -3.22031 -2.88171 0.16497 0.103
H -3.64961 -2.23044 1.64720 0.097
H -2.23587 -0.20017 0.92241 0.106
H -3.80991 -0.36200 -0.02239 0.116
H -1.23286 -0.37939 -0.83525 -0.011
H -1.07460 -2.95945 0.96381 0.073
C 0.32495 1.38503 3.10886 -0.218
C -0.79922 1.55069 4.06808 -0.296
O -1.46092 2.78607 4.06341 -0.041
O -0.30064 1.79193 1.88040 -0.101
H 0.68155 0.35624 3.05850 0.116
H 1.09243 2.11921 3.35393 0.121
H -0.30516 1.27186 4.99881 0.115
H -1.52517 0.76877 3.84519 0.118
H -1.38783 3.02726 3.13708 0.072
H -0.00181 1.26219 1.13765 -0.005
C -1.94817 2.78750 -1.96367 -0.217
C -3.03163 2.32487 -3.02641 -0.230
O -2.69230 1.05206 -3.56729 -0.057
O -2.03081 2.00844 -0.77716 -0.088
H -2.00953 3.81728 -1.61169 0.110
H -0.98534 2.67353 -2.46175 0.118
H -3.10000 3.06580 -3.82292 0.102
H -4.00305 2.42191 -2.54159 0.102
H -2.21286 0.68180 -2.82254 0.048
H -1.12259 1.69980 -0.73884 0.002
```

Results
HOMO level in eV: -6.779
Net charge: -1
Spin multiplicity: 1
Orbital gap in eV: 9.84

***

<ii>
Entry from the OMol25 dataset: a 6-piece molecular cluster, C10H34BO10 overall (ωB97M-V/def2-TZVPD).

XYZ file:
```
55
Properties=species:S:1:pos:R:3:lowdin_charge:R:1
B 0.06359 -0.33602 0.40967 -0.371
H 0.20488 -1.21864 -0.19471 -0.014
H -0.96929 -0.42639 0.70838 0.021
H 0.72686 -0.29534 1.25976 0.029
H 0.23221 0.56378 -0.16144 0.010
C -0.38915 -0.65599 4.14236 -0.206
C -0.64165 -2.09458 3.61669 -0.220
O 0.24132 -2.49052 2.55273 -0.085
O -1.02220 0.33669 3.31406 -0.088
H 0.68991 -0.51587 4.20637 0.117
H -0.81802 -0.58614 5.14201 0.107
H -1.65578 -2.10944 3.21741 0.117
H -0.57531 -2.86417 4.38575 0.110
H 0.10852 -1.76714 1.93574 -0.009
H -1.04973 0.04622 2.39947 0.015
C -2.40074 -0.43646 -2.09836 -0.280
C -3.37288 -0.06499 -3.18491 -0.216
O -2.88161 0.94409 -4.09625 -0.088
O -2.23559 0.52511 -1.11735 -0.063
H -1.41050 -0.75346 -2.42555 0.121
H -2.81442 -1.30923 -1.59313 0.116
H -4.30212 0.34461 -2.78887 0.109
H -3.75669 -0.86520 -3.81772 0.111
H -2.13732 1.38511 -3.68018 0.071
H -1.57140 0.15745 -0.52976 -0.011
C 2.42004 0.90740 -1.95223 -0.226
C 2.92304 1.79823 -3.08843 -0.245
O 4.07446 2.42499 -2.54545 -0.076
O 1.19602 0.23795 -2.22990 -0.097
H 2.22570 1.57821 -1.11536 0.124
H 3.22086 0.20339 -1.72604 0.122
H 2.22864 2.60805 -3.31228 0.115
H 3.12569 1.21386 -3.98594 0.119
H 4.64487 2.54226 -3.30865 0.075
H 0.68992 0.17809 -1.41634 -0.021
C 1.33215 -3.57065 -0.72973 -0.227
C -0.09279 -3.62883 -1.40515 -0.186
O -1.06740 -3.02474 -0.52475 -0.117
O 2.04143 -2.50666 -1.29207 -0.085
H 1.95723 -4.43307 -0.96127 0.108
H 1.20049 -3.51401 0.35081 0.108
H -0.39514 -4.65780 -1.59983 0.100
H -0.10615 -3.09987 -2.35811 0.108
H -0.68940 -2.24834 -0.10534 -0.016
H 1.74058 -1.64280 -1.00080 0.035
C -0.26295 2.91091 1.69580 -0.196
C -0.53788 3.86506 2.97541 -0.236
O 0.36527 4.93119 2.92941 -0.078
O 0.97805 2.19257 1.86019 -0.090
H -0.31760 3.55449 0.81779 0.110
H -1.07073 2.20189 1.51452 0.099
H -0.50324 3.35218 3.93658 0.103
H -1.56200 4.23778 2.95589 0.104
H 1.16735 4.51638 2.60354 0.074
H 0.81061 1.35838 1.41557 -0.011
```

Results
HOMO level in eV: -6.774
Net charge: -1
Spin multiplicity: 1
Orbital gap in eV: 9.59

***

Stability check: which of them is most stable? <ii>.